## i
A 4-piece molecular cluster, C3H12O3 overall. Source: OMol25; level of theory: the ωB97M-V functional and the def2-TZVPD basis.

Geometry as ORCA input:
```
! RIJCOSX wB97M-V def2-TZVPD def2/J DEFGRID3
* xyz 0 1
C 0.52 -0.95 1.47
C -0.17 -0.25 2.37
C -1.37 0.58 2.07
H 1.33 -1.52 1.88
H 0.20 -0.87 0.45
H 0.04 -0.36 3.43
H -1.18 1.65 1.91
H -1.91 0.34 1.15
H -2.06 0.59 2.92
O 1.80 -1.52 -1.09
H 1.62 -2.27 -1.67
H 2.53 -1.79 -0.53
O 0.59 2.31 -1.46
H 1.11 2.34 -2.27
H -0.16 1.75 -1.66
O -1.08 0.26 -3.23
H -1.63 -0.21 -2.61
H -0.18 -0.06 -3.13
*
```

Calculated values
SMILES string: C=CC.O.O.O
orbital gap: 9.74 eV
HOMO energy: -0.3441 Eh

=====

## ii
C3H12O3 as an isolated structure. Source: OMol25; level of theory: the ωB97M-V functional and the def2-TZVPD basis.

Geometry as ORCA input:
```
! RIJCOSX wB97M-V def2-TZVPD def2/J DEFGRID3
* xyz 0 1
C 1.23 0.51 -1.44
C 1.85 -0.35 -0.36
C 1.71 0.14 0.95
H 1.91 0.82 -2.22
H 0.70 1.33 -0.95
H 0.41 -0.08 -1.88
H 2.48 -1.17 -0.68
H 2.28 -0.25 1.78
H 1.30 1.13 1.11
H -3.65 -0.21 -1.20
H -2.49 -0.57 -0.21
O -3.44 -0.27 -0.27
H -0.86 0.24 1.12
H -1.90 1.28 1.58
O -0.98 1.05 1.67
H 0.86 -0.66 0.44
H -0.45 -1.86 0.41
O -0.96 -1.08 0.14
*
```

Calculated values
orbital gap: 7.92 eV
HOMO energy: -0.3319 Eh

=====

## iii
C3H12O3 as an isolated structure. Source: OMol25; level of theory: the ωB97M-V functional and the def2-TZVPD basis.

Geometry as ORCA input:
```
! RIJCOSX wB97M-V def2-TZVPD def2/J DEFGRID3
* xyz 0 1
C -2.10 1.90 -0.03
O -3.18 1.27 -0.74
H -2.35 2.07 1.01
H -1.26 1.22 -0.15
H -1.87 2.85 -0.51
H -3.57 0.54 -0.25
C 0.29 0.09 -1.16
O 0.60 0.40 0.15
H -0.47 -0.69 -1.14
H -0.18 0.98 -1.56
H 1.23 -0.25 -1.61
H 1.05 -0.35 0.55
C 2.22 -1.63 1.20
O 1.52 -1.23 0.06
H 3.22 -2.00 0.95
H 2.22 -0.74 1.82
H 1.68 -2.47 1.64
H 0.96 -1.96 -0.23
*
```

Calculated values
orbital gap: 9.33 eV
HOMO energy: -0.3275 Eh

=====

Taking the most stable structure as the zero point, the relative energies in kJ/mol are i 0.0; ii 274.2; iii 435.1.

=====

## i
One molecule with the formula CH3I2NS2. Source: OMol25; level of theory: the ωB97M-V functional and the def2-TZVPD basis.

Geometry as ORCA input:
```
! RIJCOSX wB97M-V def2-TZVPD def2/J DEFGRID3
* xyz 0 1
C 1.29 -0.61 -0.14
N -0.04 -0.88 -0.39
S -2.14 0.30 3.12
S -1.25 -0.18 -0.95
I -2.27 1.59 1.25
I -0.68 1.53 -2.63
H 1.84 -1.55 -0.44
H 1.64 0.19 -0.79
H 1.59 -0.40 0.97
*
```

Calculated values
orbital gap (alpha / beta): 5.19 / 5.18 eV
HOMO energy (alpha / beta): -0.2852 / -0.2850 Eh

=====

## ii
CH3I2NS2 as an isolated structure. Source: OMol25; level of theory: the ωB97M-V functional and the def2-TZVPD basis.

Geometry as ORCA input:
```
! RIJCOSX wB97M-V def2-TZVPD def2/J DEFGRID3
* xyz 0 1
C 1.19 0.07 0.16
N 0.31 -0.08 -0.91
S -0.94 -2.38 0.29
S -1.00 0.77 -1.06
I -3.00 -1.34 0.13
I -1.02 2.79 0.22
H 0.92 0.77 0.94
H 1.36 -0.98 0.45
H 2.19 0.37 -0.22
*
```

Calculated values
orbital gap (alpha / beta): 7.39 / 5.84 eV
HOMO energy (alpha / beta): -0.3172 / -0.2972 Eh

=====

Taking the most stable structure as the zero point, the relative energies in kJ/mol are i 44.2; ii 0.0.

=====

## i
A 5-piece molecular cluster, C5H20N2O5 overall. Source: OMol25; level of theory: the ωB97M-V functional and the def2-TZVPD basis.

Geometry as ORCA input:
```
! RIJCOSX wB97M-V def2-TZVPD def2/J DEFGRID3
* xyz 0 1
C -1.18 -2.45 -1.18
C -1.50 -0.98 -0.95
C -0.21 -0.16 -1.11
C 0.71 -0.45 0.10
N 0.08 -0.28 1.40
C 1.84 0.60 0.03
N 2.61 0.51 -1.09
O 2.09 1.43 0.89
H -1.96 -2.96 -1.76
H -0.24 -2.66 -1.64
H -1.23 -3.03 -0.25
H -1.86 -0.72 0.04
H -2.24 -0.58 -1.65
H -0.46 0.90 -1.27
H 0.38 -0.40 -1.97
H 1.04 -1.49 0.12
H -0.22 0.64 1.68
H 0.65 -0.65 2.14
H 3.31 1.16 -1.40
H 2.46 -0.25 -1.74
O -2.81 -1.57 2.54
H -2.34 -1.53 1.69
H -2.18 -1.12 3.11
O -2.53 2.28 0.36
H -3.19 2.62 0.98
H -2.17 1.52 0.83
O 1.53 -1.47 -3.61
H 0.76 -1.24 -4.13
H 2.36 -1.31 -4.06
O 0.29 2.49 2.48
H 0.53 2.65 1.57
H 1.10 2.31 2.95
*
```

Calculated values
SMILES string: CCC[C@H](N)C(N)=O.O.O.O.O
orbital gap: 9.45 eV
HOMO energy: -0.3393 Eh

=====

## ii
A 5-piece molecular cluster, C5H20N2O5 overall. Source: OMol25; level of theory: the ωB97M-V functional and the def2-TZVPD basis.

Geometry as ORCA input:
```
! RIJCOSX wB97M-V def2-TZVPD def2/J DEFGRID3
* xyz 0 1
N -2.17 1.10 1.17
C -1.91 0.88 -0.19
C -0.92 1.36 -0.91
N -0.06 2.47 -0.57
C -0.68 0.93 -2.37
C 0.52 -0.11 -2.42
C 0.18 -1.57 -2.28
O 0.63 -1.95 -0.93
H -1.54 1.42 1.80
H -3.06 1.43 1.27
H -2.53 0.04 -0.44
H -0.50 3.25 -0.34
H 0.59 2.60 -1.35
H -1.63 0.45 -2.80
H -0.16 1.69 -2.87
H 1.21 0.13 -3.25
H 1.18 0.04 -1.53
H -0.94 -1.58 -2.28
H 0.66 -2.22 -2.97
H -0.16 -1.59 -0.39
O 0.64 -0.98 2.65
H 1.51 -0.95 3.03
H 0.81 -1.55 1.83
O 2.97 -1.67 1.23
H 2.73 -2.21 0.50
H 2.77 -0.76 0.86
O 1.08 2.46 2.25
H 1.15 2.93 1.36
H 0.98 1.56 1.88
O -1.27 -2.18 0.84
H -1.77 -1.42 0.75
H -1.32 -2.73 1.51
*
```

Calculated values
SMILES string: N/C=C(\N)CCCO.O.O.O.O
orbital gap: 8.91 eV
HOMO energy: -0.3061 Eh

=====

Taking the most stable structure as the zero point, the relative energies in kJ/mol are i 0.0; ii 307.3.

=====

## i
A 2-piece molecular cluster, C3H12NS overall. Source: OMol25; level of theory: the ωB97M-V functional and the def2-TZVPD basis.

Geometry as ORCA input:
```
! RIJCOSX wB97M-V def2-TZVPD def2/J DEFGRID3
* xyz 1 1
C -1.15 2.88 0.49
N -0.08 1.85 0.83
H -0.80 3.89 0.67
H -1.48 2.80 -0.55
H -1.99 2.52 1.10
H -0.31 1.08 0.15
H -0.20 1.36 1.72
H 0.85 2.26 0.76
C -0.39 -2.23 0.87
C 0.44 -2.11 -0.41
S 0.65 -0.46 -1.11
H -1.37 -1.77 0.80
H 0.20 -1.89 1.74
H -0.61 -3.27 1.15
H 1.42 -2.42 -0.05
H -0.02 -2.79 -1.13
H 1.67 -0.10 -0.31
*
```

Calculated values
orbital gap: 9.86 eV
HOMO energy: -0.4930 Eh

=====

## ii
A 2-piece molecular cluster, C3H12NS overall. Source: OMol25; level of theory: the ωB97M-V functional and the def2-TZVPD basis.

Geometry as ORCA input:
```
! RIJCOSX wB97M-V def2-TZVPD def2/J DEFGRID3
* xyz 1 1
C 0.02 1.90 -0.42
C -1.35 1.68 0.22
S -2.00 -0.04 -0.23
H -0.12 1.72 -1.51
H 0.82 1.24 -0.10
H 0.36 2.96 -0.22
H -1.39 1.80 1.33
H -2.05 2.42 -0.11
H -2.44 -0.47 0.98
C 1.67 -1.54 -0.37
N 0.39 -1.77 0.38
H 1.40 -1.00 -1.31
H 2.33 -0.90 0.27
H 2.17 -2.53 -0.56
H -0.14 -2.47 -0.11
H -0.23 -0.89 0.45
H 0.55 -2.11 1.33
*
```

Calculated values
orbital gap: 10.24 eV
HOMO energy: -0.5022 Eh

=====

Taking the most stable structure as the zero point, the relative energies in kJ/mol are i 26.7; ii 0.0.

=====

## i
One molecule with the formula C2HCl3FN. Source: OMol25; level of theory: the ωB97M-V functional and the def2-TZVPD basis.

Geometry as ORCA input:
```
! RIJCOSX wB97M-V def2-TZVPD def2/J DEFGRID3
* xyz 0 1
F -1.28 0.01 -2.37
N -0.35 0.32 -1.43
C -0.35 -0.27 -0.33
Cl -1.49 -1.48 0.07
C 0.58 0.10 0.75
Cl 2.23 -0.15 0.23
Cl 0.31 1.81 1.27
H 0.34 -0.33 1.82
*
```

Calculated values
SMILES string: F/N=C(\Cl)C(Cl)Cl
orbital gap: 11.26 eV
HOMO energy: -0.4115 Eh

=====

## ii
One molecule with the formula C2HCl3FN. Source: OMol25; level of theory: the ωB97M-V functional and the def2-TZVPD basis.

Geometry as ORCA input:
```
! RIJCOSX wB97M-V def2-TZVPD def2/J DEFGRID3
* xyz 0 1
F -2.54 -0.77 0.87
N -1.26 -0.06 0.97
C -0.37 -0.33 0.03
Cl -0.59 -1.58 -1.22
C 0.84 0.47 -0.02
Cl 2.28 -0.48 -0.49
Cl 0.48 1.85 -1.10
H 1.15 0.91 0.97
*
```

Calculated values
SMILES string: F/N=C(\Cl)C(Cl)Cl
orbital gap: 11.05 eV
HOMO energy: -0.4180 Eh

=====

Taking the most stable structure as the zero point, the relative energies in kJ/mol are i 9.0; ii 0.0.

=====

## i
A 4-piece molecular cluster, C2H13NO3S overall. Source: OMol25; level of theory: the ωB97M-V functional and the def2-TZVPD basis.

Geometry as ORCA input:
```
! RIJCOSX wB97M-V def2-TZVPD def2/J DEFGRID3
* xyz 0 1
N -2.43 -1.29 0.15
C -1.15 -0.83 -0.44
C -0.83 0.66 -0.25
S 0.87 0.93 -0.93
H -3.18 -0.93 -0.44
H -2.55 -0.74 1.00
H -0.39 -1.57 -0.17
H -1.22 -0.99 -1.52
H -0.70 0.79 0.83
H -1.49 1.31 -0.80
H 0.68 0.27 -2.04
O 0.54 -1.02 3.22
H 0.22 -0.11 3.25
H 0.67 -1.14 2.28
O 0.58 -1.22 -3.46
H 0.35 -1.99 -4.01
H 1.46 -1.42 -3.14
O 1.24 1.98 2.53
H 0.99 2.83 2.19
H 1.61 1.41 1.85
*
```

Calculated values
SMILES string: NCCS.O.O.O
orbital gap: 9.66 eV
HOMO energy: -0.3422 Eh

=====

## ii
A 4-piece molecular cluster, C2H13NO3S overall. Source: OMol25; level of theory: the ωB97M-V functional and the def2-TZVPD basis.

Geometry as ORCA input:
```
! RIJCOSX wB97M-V def2-TZVPD def2/J DEFGRID3
* xyz 0 1
N -0.75 0.20 1.85
C -0.29 0.11 0.49
C 1.07 -0.56 0.42
S 1.66 -0.67 -1.30
H -1.71 0.50 1.88
H -0.20 0.86 2.38
H -0.95 -0.50 -0.12
H -0.20 1.07 -0.03
H 1.04 -1.58 0.84
H 1.83 -0.06 1.01
H 2.03 -1.95 -1.34
O -2.73 1.75 -0.69
H -2.08 1.38 -1.30
H -2.39 2.61 -0.44
O 0.67 -1.92 3.45
H 0.20 -1.14 3.11
H 0.08 -2.24 4.15
O -0.78 1.57 -2.85
H 0.11 1.22 -2.73
H -1.06 1.18 -3.68
*
```

Calculated values
SMILES string: NCCS.O.O.O
orbital gap: 9.93 eV
HOMO energy: -0.3445 Eh

=====

Taking the most stable structure as the zero point, the relative energies in kJ/mol are i 59.3; ii 0.0.

=====

## i
A 2-piece molecular cluster, C2H10NO2 overall. Source: OMol25; level of theory: the ωB97M-V functional and the def2-TZVPD basis.

Geometry as ORCA input:
```
! RIJCOSX wB97M-V def2-TZVPD def2/J DEFGRID3
* xyz 1 1
C -0.45 1.33 0.39
O -1.28 0.17 1.01
C 0.39 0.92 -0.89
N -0.35 -0.32 -1.39
H -1.28 2.13 0.29
H 0.34 1.54 1.05
H -1.61 0.52 1.88
H 1.47 0.89 -0.72
H 0.33 1.76 -1.84
H -1.29 -0.11 -1.83
H 0.09 -0.82 -2.16
H -0.43 -0.97 -0.56
H 2.08 -2.48 0.62
H 1.86 -1.27 1.59
O 1.43 -1.73 0.80
*
```

Calculated values
orbital gap: 11.39 eV
HOMO energy: -0.5486 Eh

=====

## ii
A 3-piece molecular cluster, C2H10NO2 overall. Source: OMol25; level of theory: the ωB97M-V functional and the def2-TZVPD basis.

Geometry as ORCA input:
```
! RIJCOSX wB97M-V def2-TZVPD def2/J DEFGRID3
* xyz 1 1
C -0.43 -0.25 0.93
C -1.72 -0.16 0.91
N 0.27 -1.40 0.28
H 0.10 0.36 1.66
H -2.23 0.81 1.10
H -2.34 -0.89 0.42
H 1.28 -1.04 0.03
H 0.57 -2.08 0.94
H -0.13 -1.88 -0.55
H -1.61 3.45 -3.11
H -1.35 2.15 -3.58
O -0.98 2.68 -2.97
H 2.87 -0.23 1.66
H 2.93 -1.78 1.33
O 2.33 -1.01 1.36
*
```

Calculated values
orbital gap: 10.63 eV
HOMO energy: -0.5186 Eh

=====

Taking the most stable structure as the zero point, the relative energies in kJ/mol are i 0.0; ii 20.8.

=====

## i
A 2-piece molecular cluster, C2H11N2O3Si overall. Source: OMol25; level of theory: the ωB97M-V functional and the def2-TZVPD basis.

Geometry as ORCA input:
```
! RIJCOSX wB97M-V def2-TZVPD def2/J DEFGRID3
* xyz 1 1
C -0.38 -1.58 -0.84
C 0.37 -0.52 -0.09
N 1.45 -0.96 0.58
N -0.86 -0.01 1.12
O 0.71 1.78 -2.96
O 1.88 2.83 -0.77
O -0.78 2.96 -0.98
Si 0.57 2.26 -1.45
H -1.33 -1.21 -1.21
H -0.54 -2.48 -0.24
H 0.23 -1.86 -1.70
H 2.08 -0.31 1.02
H 1.50 -1.91 0.93
H -1.22 -0.80 1.65
H -0.43 0.66 1.76
H -1.62 0.44 0.62
H 0.02 1.49 -3.55
H 2.77 2.62 -1.04
H -0.82 3.63 -0.30
*
```

Calculated values
orbital gap: 8.10 eV
HOMO energy: -0.4290 Eh

=====

## ii
A 3-piece molecular cluster, C2H11N2O3Si overall. Source: OMol25; level of theory: the ωB97M-V functional and the def2-TZVPD basis.

Geometry as ORCA input:
```
! RIJCOSX wB97M-V def2-TZVPD def2/J DEFGRID3
* xyz 1 1
C 2.34 0.78 0.40
C 0.88 0.73 0.03
N 0.25 -0.41 0.05
N 1.72 -2.67 0.44
O -4.21 2.17 -0.05
O -2.76 0.46 -1.49
O -1.53 1.71 0.48
Si -2.79 1.45 -0.26
H 2.83 1.62 0.83
H 2.69 0.48 -0.53
H 2.45 -0.07 1.10
H -0.69 -0.65 -0.23
H 0.95 -1.32 0.33
H 1.45 -2.93 -0.51
H 0.45 1.59 -0.42
H 2.62 -2.86 0.51
H -4.21 3.09 0.18
H -3.53 0.09 -1.92
H 1.08 -3.27 1.04
*
```

Calculated values
orbital gap: 11.15 eV
HOMO energy: -0.5267 Eh

=====

Taking the most stable structure as the zero point, the relative energies in kJ/mol are i 45.0; ii 0.0.